Version a
The following is a DFT calculation (wB97M-V/def2-TZVPD) of a structure of composition C8H14N3O3.

ORCA input file:
```
! RIJCOSX wB97M-V def2-TZVPD def2/J DEFGRID3
* xyz 1 1
C 0.21 1.49 0.57
C 0.84 -0.85 -0.43
C 1.80 1.27 -1.29
C -0.62 0.38 0.07
C -1.32 0.66 -1.26
C 2.85 -0.93 -1.57
C -2.57 -0.87 0.78
C -0.69 -0.88 2.24
N 1.37 1.95 -0.17
N 1.71 -0.19 -1.10
N -1.42 -0.03 1.22
O -0.08 2.11 1.57
O 0.71 -1.98 -0.04
O 2.42 1.75 -2.19
H -1.57 1.72 -1.27
H -2.26 0.17 -1.45
H -0.70 0.57 -2.18
H 2.45 -1.75 -2.33
H 3.53 -0.33 -2.04
H 3.34 -1.52 -0.70
H -2.28 -1.75 0.20
H -2.88 -1.23 1.68
H -3.42 -0.27 0.47
H -1.16 -0.78 3.30
H -0.77 -1.91 1.96
H 0.45 -0.60 2.28
H 1.69 2.88 0.02
H -1.64 0.91 1.66
*
```

## Properties
LUMO level	-3.6	eV
HOMO-LUMO gap	10.11	eV

Version b
The following is a DFT calculation (wB97M-V/def2-TZVPD) of the ion C8H14N3O3 with charge +1.

ORCA input file:
```
! RIJCOSX wB97M-V def2-TZVPD def2/J DEFGRID3
* xyz 1 1
C 1.73 0.02 0.01
C 0.17 -0.06 0.00
C 2.06 1.48 0.01
C -0.34 1.35 0.01
C -1.16 1.62 1.29
C -1.18 1.65 -1.24
C -0.45 -2.05 -1.24
C -0.63 -2.02 1.19
N 0.86 2.13 0.01
N 2.64 -1.07 0.02
N -0.69 -1.20 -0.05
O 2.13 -2.18 0.15
O 3.15 1.98 0.00
O 3.80 -0.84 -0.09
H -1.42 2.68 1.32
H -0.58 1.38 2.17
H -2.09 1.05 1.30
H -1.56 2.67 -1.18
H -2.04 0.98 -1.33
H -0.57 1.57 -2.14
H 0.53 -2.51 -1.16
H -1.20 -2.83 -1.29
H -0.50 -1.44 -2.15
H 0.35 -2.49 1.26
H -0.79 -1.38 2.07
H -1.40 -2.78 1.16
H 0.84 3.14 0.02
H -1.65 -0.83 -0.12
*
```

## Properties
LUMO level (spin up / spin down)	-5.5 / -5.5	eV
HOMO-LUMO gap (spin up / spin down)	8.29 / 8.29	eV

Which one sits at the top of the stability order? version a does.